--- P ---
6 unconnected molecules or ions with the total composition C16H46BrIO10P. Source: the Open Molecules 2025 dataset; level of theory: the ωB97M-V functional and the def2-TZVPD basis.

Cartesian coordinates (Å):
C -3.948 -2.343 1.004
C -3.139 -2.884 -0.329
Br -2.436 -1.360 -1.489
C -2.010 -4.032 -0.020
P -0.723 -3.567 1.313
C 0.627 -3.287 2.637
C 0.751 -1.747 3.188
C -0.677 -0.980 3.439
I 2.172 -0.574 1.948
H -4.184 -3.297 1.677
H -4.971 -1.885 0.591
H -3.365 -1.532 1.625
H -3.966 -3.408 -1.013
H -2.580 -5.030 0.255
H -1.415 -4.247 -1.025
H 0.326 -3.891 0.351
H -0.733 -4.978 1.721
H -1.710 -3.339 2.338
H -0.697 -2.159 0.911
H 0.404 -4.023 3.541
H 1.679 -3.568 2.150
H 1.279 -1.820 4.256
H -1.551 -1.707 3.774
H -0.987 -0.293 2.520
H -0.520 -0.242 4.361
C -5.054 -0.287 4.426
C -6.482 -0.747 4.695
O -6.534 -1.400 5.965
O -4.173 -1.408 4.459
H -4.972 0.194 3.448
H -4.721 0.412 5.199
H -6.798 -1.477 3.944
H -7.183 0.093 4.695
H -6.403 -0.719 6.647
H -4.512 -1.995 5.163
C -0.668 2.899 -0.779
C 0.169 1.857 -1.514
O 0.182 0.645 -0.757
O -0.128 3.117 0.522
H -0.678 3.850 -1.319
H -1.697 2.548 -0.652
H 1.206 2.193 -1.605
H -0.230 1.652 -2.512
H -0.713 0.264 -0.804
H 0.186 2.245 0.832
C 5.628 1.792 -0.967
C 4.923 2.910 -1.729
O 4.083 3.634 -0.828
O 4.660 0.932 -0.371
H 6.261 1.199 -1.633
H 6.242 2.203 -0.160
H 4.279 2.495 -2.509
H 5.639 3.600 -2.185
H 4.663 4.128 -0.224
H 3.927 1.512 -0.082
C 2.167 5.469 -4.967
C 1.096 4.731 -4.171
O 1.541 3.398 -3.909
O 2.430 4.772 -6.182
H 1.848 6.486 -5.209
H 3.105 5.511 -4.405
H 0.172 4.654 -4.751
H 0.884 5.231 -3.222
H 2.272 3.456 -3.270
H 2.366 3.820 -5.966
C 2.969 -1.521 -2.742
C 1.540 -1.981 -2.473
O 1.488 -2.634 -1.202
O 3.849 -2.642 -2.709
H 3.051 -1.040 -3.720
H 3.302 -0.822 -1.969
H 1.224 -2.711 -3.224
H 0.840 -1.141 -2.473
H 1.619 -1.952 -0.520
H 3.510 -3.229 -2.004

Computed properties:
Total charge ... -1
E_HOMO ... -3.35 eV
Orbital gap ... 5.44 eV

--- Q ---
6 unconnected molecules or ions with the total composition C16H46BrIO10P. Source: the Open Molecules 2025 dataset; level of theory: the ωB97M-V functional and the def2-TZVPD basis.

Cartesian coordinates (Å):
C 2.579 -1.428 3.654
C 3.254 -0.230 2.909
Br 3.095 -0.429 0.919
C 2.832 1.190 3.414
P 0.946 1.551 3.489
C -0.918 2.000 3.622
C -1.928 1.007 2.937
C -1.597 -0.512 3.100
I -2.290 1.521 0.831
H 2.581 -1.180 4.739
H 3.232 -2.319 3.475
H 1.546 -1.644 3.313
H 4.350 -0.332 3.096
H 3.314 1.331 4.414
H 3.284 1.947 2.726
H 1.171 2.747 2.686
H 1.181 2.363 4.710
H 0.696 0.416 4.371
H 0.702 0.749 2.277
H -1.176 2.082 4.709
H -1.062 2.999 3.137
H -2.918 1.171 3.426
H -1.092 -0.739 4.062
H -1.035 -0.918 2.230
H -2.570 -1.066 3.130
C -0.060 -4.371 4.864
C 0.740 -5.205 5.848
O 0.115 -5.172 7.135
O -0.165 -3.033 5.323
H 0.420 -4.357 3.884
H -1.074 -4.779 4.758
H 1.738 -4.786 5.975
H 0.828 -6.243 5.509
H -0.707 -5.671 7.072
H -0.260 -3.083 6.284
C -0.296 -2.111 -1.807
C 0.161 -0.682 -2.029
O 0.188 -0.006 -0.776
O -1.580 -2.123 -1.194
H -0.363 -2.653 -2.753
H 0.405 -2.633 -1.145
H -0.552 -0.153 -2.663
H 1.151 -0.644 -2.496
H 0.913 -0.375 -0.248
H -1.584 -1.378 -0.571
C -3.056 3.055 -3.977
C -2.415 2.069 -4.936
O -2.741 0.725 -4.568
O -2.641 2.798 -2.645
H -2.766 4.075 -4.233
H -4.151 2.976 -4.014
H -1.329 2.151 -4.875
H -2.730 2.256 -5.967
H -3.676 0.586 -4.753
H -2.610 1.835 -2.547
C -0.401 -1.145 -7.366
C 0.057 -1.518 -5.968
O 0.217 -0.337 -5.184
O 0.540 -0.267 -7.972
H -0.496 -2.031 -7.996
H -1.369 -0.632 -7.323
H 1.033 -2.003 -6.005
H -0.658 -2.189 -5.482
H -0.665 0.017 -5.013
H 0.857 0.310 -7.263
C 0.813 3.636 -2.245
C 1.678 2.940 -1.210
O 1.134 3.145 0.089
O 0.722 5.026 -1.951
H 1.234 3.525 -3.248
H -0.201 3.218 -2.235
H 2.680 3.375 -1.201
H 1.755 1.868 -1.413
H 0.309 2.637 0.140
H 0.683 5.081 -0.985

Computed properties:
Total charge ... -1
E_HOMO ... -3.45 eV
Orbital gap ... 5.48 eV

Energies, relative to the best one, in kcal/mol: P 59.5; Q 0.0.

--- P ---
A molecular structure, C29H26F6IrN5O5S3. Source: the Open Molecules 2025 dataset; level of theory: the ωB97M-V functional and the def2-TZVPD basis.

Cartesian coordinates (Å):
Ir 0.683 -0.066 1.259
C 0.210 -1.598 -3.466
C -0.271 -0.265 -3.968
C 0.000 0.162 -5.264
C -0.446 1.385 -5.739
C -1.200 2.216 -4.923
C -1.500 1.810 -3.633
C -1.022 0.592 -3.162
N -1.316 0.184 -1.830
C -1.009 0.837 -0.714
N -0.488 2.068 -0.735
C 0.126 2.690 0.410
C 0.754 1.924 1.404
C 1.436 2.614 2.402
C 1.485 4.000 2.415
C 0.846 4.730 1.425
C 0.156 4.083 0.407
C -0.533 4.866 -0.678
N -1.164 0.197 0.465
C -2.304 0.366 1.240
C -3.520 0.810 0.716
C -4.617 0.956 1.550
C -4.519 0.676 2.904
C -3.304 0.246 3.421
C -2.194 0.089 2.609
C -0.873 -0.389 3.131
H 1.033 -1.960 -4.080
H -0.586 -2.344 -3.515
H 0.556 -1.556 -2.429
H 0.585 -0.483 -5.908
H -0.209 1.688 -6.751
H -1.570 3.163 -5.292
H -2.130 2.420 -2.996
H -1.584 -0.776 -1.651
H -0.263 2.473 -1.634
H 1.938 2.047 3.178
H 2.023 4.513 3.202
H 0.876 5.812 1.436
H -0.543 5.927 -0.436
H -1.565 4.537 -0.810
H -0.026 4.761 -1.643
H -3.612 1.020 -0.343
H -5.558 1.292 1.133
H -5.376 0.793 3.552
H -3.213 0.029 4.479
H -0.817 -0.414 4.219
H -0.063 0.393 2.936
H -0.655 -1.398 2.784
F 1.801 -5.269 2.262
C 1.625 -3.988 1.967
F 2.826 -3.415 1.832
F 0.991 -3.398 2.984
S 0.686 -3.792 0.391
O 0.451 -2.358 0.299
O 1.551 -4.352 -0.600
N -0.574 -4.682 0.575
S -1.988 -4.249 1.131
O -2.004 -3.009 1.850
O -2.656 -5.390 1.662
C -2.898 -3.854 -0.427
F -3.060 -4.925 -1.193
F -4.093 -3.347 -0.136
F -2.226 -2.932 -1.145
O 2.472 -0.483 2.175
N 3.541 -0.572 1.365
C 4.705 -0.902 1.966
C 5.849 -1.032 1.234
C 5.794 -0.820 -0.148
C 4.603 -0.483 -0.735
C 3.440 -0.346 0.039
S 1.914 0.086 -0.634
H 4.622 -1.053 3.030
H 6.768 -1.301 1.732
H 6.683 -0.933 -0.753
H 4.520 -0.324 -1.800

Computed properties:
Total charge ... 0
E_HOMO ... -7.58 eV
Orbital gap ... 7.56 eV

--- Q ---
A molecular structure, C29H26F6IrN5O5S3. Source: the Open Molecules 2025 dataset; level of theory: the ωB97M-V functional and the def2-TZVPD basis.

Cartesian coordinates (Å):
Ir -1.503 0.383 -0.615
C 2.438 -2.666 1.569
C 3.563 -1.785 2.014
C 4.509 -2.245 2.922
C 5.584 -1.464 3.307
C 5.729 -0.186 2.794
C 4.796 0.301 1.898
C 3.718 -0.488 1.509
N 2.829 0.028 0.537
C 1.465 0.065 0.629
N 0.995 0.128 1.891
C -0.298 0.137 2.420
C -1.446 0.074 1.619
C -2.678 0.052 2.270
C -2.775 0.120 3.648
C -1.626 0.204 4.418
C -0.377 0.209 3.827
C 0.851 0.300 4.692
N 0.725 0.085 -0.440
C 1.332 -0.040 -1.704
C 1.203 -1.263 -2.367
C 1.757 -1.437 -3.617
C 2.461 -0.400 -4.207
C 2.594 0.807 -3.548
C 2.034 1.018 -2.296
C 2.181 2.355 -1.631
H 2.699 -3.708 1.726
H 2.215 -2.516 0.515
H 1.526 -2.458 2.127
H 4.405 -3.243 3.317
H 6.313 -1.857 3.998
H 6.567 0.427 3.085
H 4.898 1.293 1.482
H 3.195 0.157 -0.397
H 1.727 0.168 2.589
H -3.590 -0.006 1.694
H -3.742 0.117 4.129
H -1.714 0.269 5.493
H 0.560 0.350 5.737
H 1.426 1.197 4.468
H 1.497 -0.570 4.575
H 0.643 -2.055 -1.888
H 1.624 -2.377 -4.134
H 2.901 -0.531 -5.184
H 3.122 1.621 -4.022
H 1.829 3.132 -2.305
H 3.226 2.568 -1.403
H 1.602 2.422 -0.714
F -3.844 1.688 -3.796
C -2.702 1.890 -4.444
F -2.746 1.132 -5.548
F -2.619 3.151 -4.852
S -1.207 1.265 -3.482
O -1.637 -0.029 -3.030
O -0.152 1.295 -4.436
N -0.889 2.216 -2.256
S -1.918 3.151 -1.535
O -2.276 2.665 -0.228
O -2.939 3.665 -2.379
C -0.808 4.620 -1.099
F -0.086 5.065 -2.129
F -1.515 5.645 -0.625
F 0.054 4.259 -0.142
O -3.741 -0.190 -0.965
N -4.268 -1.349 -0.756
C -5.606 -1.427 -0.588
C -6.247 -2.621 -0.373
C -5.500 -3.797 -0.340
C -4.134 -3.711 -0.489
C -3.504 -2.476 -0.673
S -1.798 -2.356 -0.745
H -6.118 -0.480 -0.647
H -7.318 -2.635 -0.236
H -5.978 -4.751 -0.182
H -3.499 -4.580 -0.452

Computed properties:
Total charge ... 0
E_HOMO (alpha / beta) ... -8.05 / -8.05 eV
Orbital gap (alpha / beta) ... 7.05 / 7.05 eV

Energies, relative to the best one, in kcal/mol: P 0.0; Q 69.3.

--- P ---
A single CH3NOP2S molecule. Source: the Open Molecules 2025 dataset; level of theory: the ωB97M-V functional and the def2-TZVPD basis.

Cartesian coordinates (Å):
C -1.207 0.678 1.050
N -2.248 0.031 0.780
O 0.700 -0.214 -0.317
P -0.060 1.195 -0.368
P 2.179 -0.926 0.195
S -2.941 -0.778 -0.343
H -1.225 1.165 2.074
H -1.104 0.723 -1.231
H 1.654 -2.183 0.488

Computed properties:
Total charge ... 0
E_HOMO (alpha / beta) ... -8.32 / -8.51 eV
Orbital gap (alpha / beta) ... 7.17 / 7.31 eV

--- Q ---
A molecular structure, CH3NOP2S. Source: the Open Molecules 2025 dataset; level of theory: the ωB97M-V functional and the def2-TZVPD basis.

Cartesian coordinates (Å):
C 0.480 -0.566 1.200
N 1.738 -0.557 0.882
O 0.131 2.046 0.228
P -0.675 0.898 1.126
P 1.556 2.017 -0.732
S 2.698 0.681 0.351
H -0.138 -1.402 1.462
H -1.415 0.160 -0.279
H 1.083 1.137 -1.811

Computed properties:
Total charge ... 0
E_HOMO ... -8.67 eV
Orbital gap ... 8.47 eV

--- R ---
A single CH3NOP2S molecule. Source: the Open Molecules 2025 dataset; level of theory: the ωB97M-V functional and the def2-TZVPD basis.

Cartesian coordinates (Å):
C -0.813 0.748 0.923
N -1.753 -0.026 0.632
O 1.107 -0.259 -0.746
P 0.493 1.221 -0.394
P 2.026 -1.132 0.320
S -2.243 -0.876 -0.552
H -0.893 1.178 1.924
H -0.443 1.334 -1.393
H 2.519 -2.187 -0.715

Computed properties:
Total charge ... 0
E_HOMO (alpha / beta) ... -8.59 / -8.25 eV
Orbital gap (alpha / beta) ... 7.65 / 6.89 eV

Energies, relative to the best one, in kcal/mol: P 41.1; Q 0.0; R 35.1.